(1)
Molecular formula: C5H12O2
Method: DFT, ωB97M-V with the def2-TZVPD basis set

Values from the calculation:
Kohn-Sham gap (alpha / beta) = 0.3718 / 0.2272 Eh
total charge = +1
2S+1 = 2

Element x y z (Å)
C  -2.94451  0.20658  -0.07557
C  -1.75359  0.65550  -0.84393
C  1.90116  0.37315  0.37855
O  3.03762  0.33867  -0.51205
C  0.57814  0.30818  -0.45007
C  -0.57384  0.77844  -0.01489
H  -3.80173  0.48730  -0.66812
H  -2.80926  0.82377  0.78835
H  -2.85792  -0.72541  0.23433
H  -1.99664  1.67479  -1.30773
H  -1.59039  -0.06087  -1.73757
H  1.82906  -0.50345  1.16016
H  2.06247  1.19270  0.99624
H  3.76317  0.30091  0.13555
H  0.89137  0.35090  -1.57814
H  -0.52733  1.42407  0.92604
H  -0.30890  -1.37448  0.64459
H  -0.02760  -2.86549  0.60740
O  -0.27143  -2.17064  1.24135

Cartesian forces (eV/Å) of the 2 atoms listed first:
C -0.3 4.8 -0.7
C 0.3 -0.7 -3.0

Results of the Mulliken charge analysis, in e, for atoms 1 through 6: C -1.261; C -0.202; C -0.374; O -0.489; C -0.423; C 0.026

---

(2)
Molecular formula: C11H13NO2S
Method: DFT, ωB97M-V with the def2-TZVPD basis set

Values from the calculation:
Kohn-Sham gap (alpha / beta) = 0.2030 / 0.2030 Eh
total charge = 0

Element x y z (Å)
C  1.72960  -2.27019  2.86966
C  2.38940  -1.85139  3.98361
C  1.54126  -0.05857  2.58542
C  -0.22690  0.29371  0.03515
C  0.33064  -0.20985  -0.94759
C  0.78435  1.40343  0.67134
C  1.35471  1.18348  1.92210
C  -1.96591  1.52167  1.43629
C  0.53699  0.32262  -3.29688
C  -1.40634  0.17822  0.97058
C  1.11756  -0.53083  -2.12303
N  1.27000  -1.25497  2.10011
O  0.84449  2.46265  0.00504
O  1.97129  2.26921  2.46061
S  2.43967  -0.13492  4.05954
H  1.71401  -3.33210  2.58983
H  3.04800  -2.61555  4.40921
H  -1.05301  2.14593  1.72997
H  -2.60776  1.19477  2.30218
H  -2.53514  2.09787  0.75630
H  1.30411  0.51132  -4.06944
H  0.32970  1.31084  -2.88525
H  -0.47274  -0.09925  -3.69756
H  -2.16278  -0.17138  0.41664
H  -1.14339  -0.27208  1.82956
H  2.16100  -0.38323  -1.97587
H  1.03801  -1.57112  -2.39524
H  2.16661  2.87799  1.67154

Cartesian forces (eV/Å) of the 2 atoms listed first:
C 0.5 0.7 0.5
C 0.7 -1.3 -0.4

Results of the Mulliken charge analysis, in e, for atoms 1 through 6: C -0.398; C -0.230; C 0.277; C 0.533; C 0.214; C 0.356

---

(3)
Molecular formula: C6H16BrLi2O2
Method: DFT, ωB97M-V with the def2-TZVPD basis set

Values from the calculation:
Kohn-Sham gap = 0.2984 Eh
total charge = +1

Element x y z (Å)
Li  2.36884  2.72150  -0.37184
Li  1.51461  1.76259  2.19063
Br  2.03890  1.23797  0.58034
C  -2.64534  1.62493  0.32617
C  -1.17436  1.18756  0.24922
C  -0.80151  0.72678  -1.11166
O  -0.31918  2.27200  0.63852
H  -3.01106  2.22575  -0.50651
H  -2.82300  2.18726  1.24286
H  -3.22356  0.70278  0.26768
H  -1.09908  0.47123  1.06734
H  -1.07485  1.45713  -1.87322
H  -1.37424  -0.16126  -1.37902
H  0.26347  0.51032  -1.19571
H  0.60363  2.00890  0.61000
C  -0.27611  -1.23151  0.17790
C  1.22634  -1.52024  0.22302
C  1.54383  -2.87500  -0.45631
O  1.92373  -0.62002  -0.59183
H  -0.82122  -2.00415  0.72011
H  -0.73330  -1.12192  -0.80549
H  -0.48023  -0.30896  0.72134
H  1.63653  -1.54898  1.23248
H  2.48227  -3.37474  -0.21613
H  1.39975  -2.92767  -1.53547
H  0.76376  -3.56715  -0.13925
H  2.09140  0.16491  -0.06517

Cartesian forces (eV/Å) of the 2 atoms listed first:
Li 1.4 5.9 -4.1
Li -2.6 2.1 7.4

Results of the Mulliken charge analysis, in e, for atoms 1 through 6: Li 0.847; Li 0.843; Br -0.985; C -1.494; C 1.330; C -1.574

---

(4)
Molecular formula: C41H47InN6O2P
Method: DFT, ωB97M-V with the def2-TZVPD basis set

Values from the calculation:
Kohn-Sham gap = 0.2399 Eh
total charge = +3

Element x y z (Å)
In  0.83467  0.25718  0.03421
C  -5.73985  0.99032  4.54406
C  -5.04046  0.46312  3.32384
C  -5.56991  -0.51494  2.53488
C  -4.90826  -0.99444  1.36856
C  -5.25834  -2.17147  0.71147
N  -6.14562  -3.06192  1.10020
C  -6.22967  -4.41996  0.57359
C  -5.26768  -5.40642  1.26695
C  -3.79662  -5.31601  0.83808
N  -3.04557  -4.24882  1.50396
C  -1.99202  -3.58585  1.08471
C  -1.29869  -3.67684  -0.13528
C  -1.37655  -4.75246  -1.05684
C  -1.01721  -4.62130  -2.37885
C  -1.04952  -5.78384  -3.33154
C  -0.69276  -3.33189  -2.80593
C  -0.46827  -2.27366  -1.93053
C  -0.42210  -0.95115  -2.49970
N  -0.03849  0.13590  -1.94134
C  -0.51821  1.40965  -2.48318
C  -1.87950  1.71590  -1.84479
C  -1.80545  2.16438  -0.38307
N  -1.08587  1.30026  0.56707
C  -1.67338  0.82100  1.59862
C  -3.09766  0.58566  1.83067
C  -3.75322  0.94748  2.97725
C  -3.68760  -0.37232  0.88658
O  -3.12245  -0.72032  -0.16520
C  -0.56834  -2.48188  -0.51076
O  -0.11445  -1.68631  0.38174
H  -6.05838  2.02313  4.39073
H  -5.07084  0.98077  5.40561
H  -6.62135  0.40055  4.78519
H  -6.54100  -0.91984  2.80124
H  -4.68222  -2.42329  -0.17505
H  -6.71613  -2.85207  1.90629
H  -6.03054  -4.39737  -0.49880
H  -7.25171  -4.76624  0.71245
H  -5.59725  -6.41118  1.00104
H  -5.36219  -5.31829  2.35312
H  -3.75064  -5.15381  -0.23838
H  -3.31343  -6.27058  1.05715
H  -3.40191  -3.99498  2.41563
H  -1.68046  -2.78199  1.74214
H  -1.67045  -5.72997  -0.69965
H  -1.74219  -6.55359  -2.99605
H  -0.06035  -6.24116  -3.40048
H  -1.33790  -5.46988  -4.33343
H  -0.59943  -3.14830  -3.87199
H  -0.87104  -0.86725  -3.49392
H  -0.61419  1.35794  -3.57029
H  0.19783  2.19561  -2.22999
H  -2.49877  0.82393  -1.91496
H  -2.36539  2.51805  -2.40145
H  -2.82143  2.33432  -0.02296
H  -1.27269  3.12073  -0.35143
H  -1.01009  0.39015  2.35103
H  -3.27469  1.64716  3.65668
N  1.51579  0.38778  2.31310
C  1.42736  1.77919  2.69261
C  1.14920  2.18020  3.97053
C  1.11778  3.54723  4.30823
C  1.40790  4.49444  3.36815
C  1.69822  4.11244  2.03830
C  2.04060  5.03843  1.02858
C  2.30734  4.59390  -0.24013
C  2.17982  3.22892  -0.51736
N  1.86459  2.33152  0.39960
C  1.66293  2.74309  1.68438
H  2.49595  0.12829  2.22124
H  1.12020  -0.21225  3.02848
H  0.98108  1.43757  4.74302
H  0.89627  3.83612  5.32622
H  1.43254  5.54649  3.62218
H  2.09843  6.09226  1.27151
H  2.58793  5.28143  -1.02534
H  2.34500  2.85995  -1.52444
C  4.60356  0.19749  -0.16792
P  3.17121  -0.87078  -0.53180
C  3.44586  -2.34229  0.50150
C  3.37365  -1.34195  -2.26219
C  3.85758  -2.58612  -2.65635
C  4.08076  -2.84072  -4.00202
C  3.82719  -1.86151  -4.95136
C  3.32861  -0.62340  -4.56332
C  3.09736  -0.36727  -3.22326
H  5.51476  -0.38895  -0.29175
H  4.55939  0.58372  0.85176
H  4.63163  1.03458  -0.86413
H  4.39792  -2.80441  0.24076
H  2.63634  -3.05832  0.36666
H  3.48786  -2.04542  1.54974
H  4.07134  -3.35963  -1.92958
H  4.46681  -3.80308  -4.31018
H  4.02553  -2.05806  -5.99643
H  3.12930  0.13992  -5.30368
H  2.70987  0.59852  -2.90984

Cartesian forces (eV/Å) of the 2 atoms listed first:
In 0.4 -0.3 0.2
C 0.1 0.1 -0.1

Results of the Mulliken charge analysis, in e, for atoms 1 through 6: In 2.371; C -1.626; C -0.033; C -0.547; C 0.201; C -0.311

---

Computed max |F| (Eh/bohr) in order:
0.15589; 0.09188; 0.23669; 0.01029
Computed E (Ha) in order:
-347.74990; -1030.17666; -2977.14436; -2600.28870
Computed ΔE to the lowest compared entry with this formula, charge and spin (kcal/mol) in order:
52.6; 112.7; 291.9; 21.6